[1]
{
  "formula": "C39H70N4O4P3Zr",
  "method": "ωB97M-V/def2-TZVPD",
  "symbols": ["Zr", "P", "P", "P", "O", "O", "O", "O", "N", "N", "N", "N", "C", "C", "C", "C", "C", "C", "C", "C", "C", "C", "C", "C", "C", "C", "C", "C", "C", "C", "C", "C", "C", "C", "C", "C", "C", "C", "C", "C", "C", "C", "C", "C", "C", "C", "C", "C", "C", "C", "C", "H", "H", "H", "H", "H", "H", "H", "H", "H", "H", "H", "H", "H", "H", "H", "H", "H", "H", "H", "H", "H", "H", "H", "H", "H", "H", "H", "H", "H", "H", "H", "H", "H", "H", "H", "H", "H", "H", "H", "H", "H", "H", "H", "H", "H", "H", "H", "H", "H", "H", "H", "H", "H", "H", "H", "H", "H", "H", "H", "H", "H", "H", "H", "H", "H", "H", "H", "H", "H", "H"],
  "xyz": [[0.77195, 0.60318, -0.37854], [-0.40773, 1.03709, 2.09676], [2.31500, 2.92313, -1.00030], [-3.25021, -2.64615, -0.49200], [-2.75142, 1.77131, -2.19361], [0.46824, 0.49499, -2.42036], [-1.16166, 1.27089, -0.68630], [-1.08559, 0.22876, -4.00568], [2.46390, -1.02114, -1.13695], [0.36839, -2.36750, -3.00831], [2.36186, 0.99948, 1.14836], [0.06541, -1.59192, -0.21973], [1.80981, -2.62241, -3.04893], [5.91476, 0.34151, 0.20977], [6.09398, 1.26984, -0.80991], [2.27932, 1.27331, 2.53075], [-4.04137, -3.82423, 0.71085], [5.04545, 2.09986, -1.16749], [-2.95932, -4.42811, 1.61222], [-4.95979, -4.92618, 0.18390], [-0.74406, 0.62110, -2.92300], [-6.02222, -1.87915, -0.92963], [-1.50226, 2.50397, 2.32955], [3.26646, 1.82241, 4.68072], [2.65080, -1.45674, -2.55571], [0.90012, 1.68209, 4.49948], [2.81168, 2.22825, -3.70976], [2.54781, 3.40387, -2.76767], [2.75650, 4.33389, 1.38591], [4.70397, 0.25929, 0.87659], [-0.81519, 3.75448, 1.78421], [1.04139, -2.66987, 0.04967], [2.38833, 4.54307, -0.08117], [-1.27160, -0.41589, 2.84634], [-2.94828, -3.52425, -2.10438], [1.01369, 1.35638, 3.14891], [-1.98897, -4.69614, -1.89341], [2.44999, -2.11344, -0.13572], [-1.69621, 1.29309, -1.90278], [3.64565, 1.11545, 0.54756], [-2.13809, -0.14243, 4.07404], [3.36271, 5.53951, -0.70970], [1.29410, 4.16475, -3.20932], [-4.14109, -3.93737, -2.96478], [-4.42695, -0.24814, 0.09562], [-4.57064, -1.40349, -0.89453], [2.01558, 1.90789, 5.27689], [-0.21664, -1.47253, 3.18417], [3.81823, 2.02514, -0.50851], [3.40493, 1.51839, 3.33828], [-2.89945, 2.35779, 1.72949], [3.78046, 3.96662, 1.48019], [-0.13083, -3.19627, -3.31163], [-1.47077, 4.61656, 1.91907], [1.91486, 2.15933, 6.32366], [7.04223, 1.33701, -1.32520], [3.06255, 5.87100, -1.70192], [3.15816, -2.90505, -0.39585], [3.69973, -1.74228, -2.68167], [0.92322, -3.04446, 1.06419], [4.39502, 1.51224, 2.91026], [6.72646, -0.31983, 0.48380], [3.05009, 2.61678, -4.70144], [0.12273, 3.96217, 2.29687], [2.17044, -2.83561, -4.06150], [-2.47786, -5.52447, -1.37890], [-3.51558, 3.18958, 2.07639], [0.28979, -1.21377, 4.11513], [-0.08249, 1.77474, 4.94525], [1.08898, 5.03884, -2.58920], [-5.76853, -4.54107, -0.43182], [1.93166, 1.59648, -3.80272], [3.40595, 4.07763, -2.80986], [-4.76637, -4.68023, -2.47034], [-5.12651, 0.55584, -0.14176], [-4.63706, -0.58320, 1.11787], [-2.64749, -1.06559, 4.35911], [-2.40784, -2.74776, -2.66261], [-1.52824, 0.16094, 4.92552], [2.69706, 5.28935, 1.90956], [2.77985, -1.66665, 0.80295], [-1.63988, -5.08290, -2.85496], [-4.76146, -3.08273, -3.22929], [-3.39431, 1.43487, 2.02721], [0.41809, 3.51274, -3.17294], [3.42295, 6.42355, -0.07322], [-1.59339, 2.60354, 3.41661], [-1.11633, -4.40888, -1.30106], [-6.67098, -1.04512, -1.20556], [0.84699, -3.50244, -0.62573], [4.15666, 2.01082, 5.26748], [-3.78338, -4.37823, -3.89879], [-0.67947, -2.45268, 3.30951], [-4.29306, -1.02829, -1.88685], [1.37213, 4.94436, -0.13388], [-6.19267, -2.68111, -1.64421], [-4.40624, -5.66049, -0.40293], [-5.40734, -5.45964, 1.02584], [2.45915, -0.58566, -3.17853], [-0.62710, 3.65254, 0.71155], [5.18126, 2.80848, -1.97532], [-2.34623, -3.65102, 2.07156], [-3.42089, 0.16723, 0.07286], [2.02097, -3.51816, -2.46061], [-0.84528, -1.79704, 0.20616], [-0.11447, -1.71137, -1.24088], [-2.86735, 2.38686, 0.64244], [-2.89885, 0.61688, 3.90540], [0.55750, -1.54773, 2.41949], [-3.41267, -5.02107, 2.40940], [4.36843, 5.11531, -0.77128], [-1.91429, -0.79068, 2.03911], [2.10074, 3.63134, 1.89233], [1.40730, 4.50602, -4.23885], [0.11641, -1.62123, -3.65308], [3.65103, 1.61004, -3.38895], [-4.64183, -3.14761, 1.33321], [4.56592, -0.45670, 1.67737], [-2.29674, -5.08906, 1.04821], [-6.34534, -2.22515, 0.05429], [3.31310, -0.49553, -0.93840]],
  "mulliken_charge": [-0.8665, 2.3611, 1.5270, 0.4177, -0.5923, 0.0192, -0.0581, -0.6480, 0.1680, -0.4687, 2.0263, 2.3693, -1.3464, -1.1076, -1.1051, -0.5284, 0.6917, -0.3872, -1.3957, -1.6843, -0.0962, -1.8255, 0.3062, -1.0299, -0.4679, -0.5704, -1.4876, 0.2030, -1.0754, 0.4985, -1.4141, -1.1156, 0.8114, 1.9764, 1.2814, -0.0142, -1.4020, -0.6531, 0.7984, -1.8523, -1.7637, -1.5984, -1.5721, -1.7266, -1.1294, 0.2726, -1.0527, -1.5332, -0.3900, -0.2628, -1.4460, 0.3139, 0.1635, 0.6012, 0.4751, 0.4940, 0.3685, 0.5831, 0.5378, 0.8402, 0.5435, 0.4923, 0.6465, 0.2302, 0.6359, 0.2913, 0.6446, 0.4383, 0.3996, 0.4094, 0.2666, -0.0249, 0.7472, 0.2490, 0.5934, 0.3213, 0.4897, -0.1659, 0.3171, 0.5712, 0.1496, 0.5201, 0.3437, 0.0613, 0.1508, 0.4787, 0.8380, -0.0101, 0.4772, 0.3737, 0.4314, 0.4944, 0.5210, 0.5345, 0.6785, 0.3422, 0.2695, 0.5007, 0.0390, 0.0102, 0.4718, 0.1555, -0.3165, 0.3856, -1.2633, -0.1286, 0.1791, 0.3987, -0.1485, 0.5217, 0.2588, -1.1365, -0.4075, 0.4682, 0.1452, 0.2904, 0.5110, 0.5521, 0.2424, 0.3271, -0.2453],
  "e_tot_ha": -3119.2202,
  "homo_energy_ev": -10.3,
  "total_charge": 1,
  "e_above_lowest_kj_mol": 0.00,
  "orbital_gap_ev": 7.5
}

***

[2]
{
  "formula": "C16H42BrINO14P4",
  "method": "ωB97M-V/def2-TZVPD",
  "symbols": ["I", "Br", "P", "P", "P", "P", "O", "O", "O", "O", "O", "O", "O", "O", "O", "O", "O", "O", "O", "O", "N", "C", "C", "C", "C", "C", "C", "C", "C", "C", "C", "C", "C", "C", "C", "C", "C", "H", "H", "H", "H", "H", "H", "H", "H", "H", "H", "H", "H", "H", "H", "H", "H", "H", "H", "H", "H", "H", "H", "H", "H", "H", "H", "H", "H", "H", "H", "H", "H", "H", "H", "H", "H", "H", "H", "H", "H", "H", "H"],
  "xyz": [[-2.38892, -0.81219, 3.20833], [-1.68109, 2.98531, 8.63384], [-3.16136, 1.26351, 2.06417], [-0.66170, 7.24511, -2.87739], [5.17566, -8.15448, -1.19502], [-0.34387, -3.71933, -0.92459], [0.09329, -4.22653, -2.38996], [-0.83750, -5.06415, -0.18766], [5.61282, -8.66168, -2.66039], [3.80841, -7.36075, -1.48584], [4.68203, -9.49930, -0.45809], [0.39839, 6.40189, -2.24824], [6.20411, -7.36751, -0.45098], [-1.71112, -2.92560, -1.21541], [-2.19629, 4.51765, 2.15421], [-1.93778, 6.43352, -3.43255], [-4.28263, 0.82574, 0.75803], [-0.19143, 8.12638, -4.14145], [-1.31027, 8.34324, -1.89890], [0.68458, -2.93236, -0.18055], [-0.38438, 2.07289, 2.24169], [6.99148, -8.69598, -2.96368], [-0.62576, 2.88820, 3.49195], [-1.97250, 5.01479, 4.59957], [-1.21560, 4.39602, 3.24283], [-1.83521, 3.72251, 0.97317], [1.00241, 7.75550, -4.79802], [-2.29208, 3.25356, 6.71060], [-1.61093, 2.10296, 1.32598], [-1.70365, -5.93435, -0.88918], [-1.35009, 4.44203, 6.00684], [-2.91731, 7.14303, -4.16517], [3.08116, -6.88786, -0.36828], [-2.43837, -2.45271, -0.09786], [3.81588, -10.36950, -1.15961], [1.47195, -4.26083, -2.69326], [-1.94937, 7.87333, -0.72750], [-2.34530, -6.44759, -0.16563], [-1.42374, 2.28925, 4.13427], [-0.91986, 4.11859, 0.36270], [2.16619, -7.47569, -0.27388], [-1.32547, 1.51179, 0.35630], [-1.74730, 6.81384, -0.54608], [-0.21108, 4.14199, 5.95248], [0.39299, 2.53803, 1.69041], [1.18341, 6.67853, -4.73590], [-1.75455, 6.18393, 4.54931], [-2.98391, 8.18723, -3.85325], [-0.28528, 5.08770, 2.96357], [-1.59233, 8.45446, 0.12745], [2.81588, -5.84027, -0.53659], [-2.17689, 2.21701, 6.17875], [-3.88870, 6.66376, -4.00596], [-3.12925, 4.79734, 4.46580], [-2.70365, -1.40512, -0.26616], [7.17356, -9.49931, -3.68215], [-1.10826, -6.68062, -1.42126], [3.17423, -10.88274, -0.43606], [-2.79295, 3.73810, 0.26063], [-1.86276, -2.52884, 0.82903], [-2.67312, 7.09576, -5.22944], [-3.02553, 8.02208, -0.83415], [7.59939, -8.88415, -2.07401], [1.76136, -3.30852, -3.14512], [3.65677, -6.96399, 0.55860], [-2.33394, -5.39714, -1.60068], [4.41127, -11.11577, -1.69169], [-0.05444, 1.08390, 2.45100], [1.83893, 8.29823, -4.35024], [7.28089, -7.74367, -3.41555], [-1.40307, 5.35077, 6.77958], [-3.42784, 3.54275, 6.66545], [2.07986, -4.44900, -1.80358], [-5.16918, 1.29599, 0.93804], [0.37030, 2.93439, 4.14127], [3.18559, -9.83229, -1.87111], [1.65403, -5.06416, -3.41172], [0.92416, 8.03191, -5.85262], [-3.35334, -3.04054, -0.00345]],
  "mulliken_charge": [-0.0525, -0.1518, 0.2295, 1.0524, 0.9268, 1.1401, -0.3016, -0.2739, -0.3171, -0.1676, -0.3156, -0.6916, -0.6666, -0.3586, -0.3118, -0.2731, -0.5153, -0.3070, -0.3089, -0.7148, -0.1744, -0.6693, -0.4634, -0.6394, 0.2766, -0.7257, -0.6767, -0.4841, -0.1073, -0.6798, -0.6239, -0.6571, -0.5330, -0.6206, -0.6064, -0.5075, -0.4466, 0.2766, -0.1019, 0.3797, 0.2367, 0.4321, 0.0544, 0.3351, 0.4494, 0.3428, 0.2873, 0.3484, 0.2385, 0.2838, 0.0374, 0.1733, 0.2501, 0.3257, 0.2915, 0.2524, 0.2276, 0.2473, 0.3190, 0.1974, 0.2444, 0.2728, 0.3489, 0.2902, 0.3790, 0.3561, 0.2420, 0.4180, 0.2659, 0.2536, 0.4111, 0.3675, 0.1565, 0.3712, 0.3574, 0.3101, 0.2656, 0.2550, 0.2678],
  "e_tot_ha": -5979.9897,
  "homo_energy_ev": -11.9,
  "total_charge": 1,
  "orbital_gap_ev": 8.2
}

***

[3]
{
  "formula": "C2H6N2",
  "method": "ωB97M-V/def2-TZVPD",
  "symbols": ["N", "N", "C", "C", "H", "H", "H", "H", "H", "H"],
  "xyz": [[-1.57126, 0.61306, -0.90131], [1.73932, -0.41990, 0.67840], [0.38311, -0.41940, 0.10580], [-0.54568, 0.59758, 0.08593], [-0.55172, 1.31115, 0.79208], [-2.11894, -0.20179, -1.33423], [2.21468, -1.36536, 0.95170], [1.67625, 0.01083, 1.61269], [0.22002, -1.44461, -0.36290], [-1.44578, 1.31844, -1.62816]],
  "nbo_charge": [-0.8933, -0.8288, -0.0169, -0.1075, 0.1818, 0.3866, 0.3700, 0.3584, 0.1796, 0.3701],
  "e_tot_ha": -189.2395,
  "homo_energy_ev": -7.7,
  "smiles": "N/C=C/N",
  "e_above_lowest_kj_mol": 236.48,
  "orbital_gap_ev": 8.9
}